1.
This record from the OMol25 dataset describes a structure of composition C13H25Li6O14P2. The level of theory is ωB97M-V with the def2-TZVPD basis set.

Geometry as XYZ:
```
60
C13H25Li6O14P2 ωB97M-V with the def2-TZVPD basis set
Li 23.130 -23.759 -27.901
Li 19.342 -24.383 -27.502
Li 20.261 -20.584 -25.276
Li 19.626 -21.868 -27.970
Li 19.650 -23.132 -24.649
Li 23.071 -22.842 -24.633
P 21.664 -22.203 -26.529
O 21.314 -22.148 -25.006
O 23.170 -22.443 -26.629
O 20.949 -20.944 -27.098
O 20.900 -23.325 -27.148
P 17.752 -22.809 -26.275
O 16.184 -22.931 -26.169
O 18.113 -22.951 -27.813
O 18.279 -24.120 -25.822
O 18.605 -21.739 -25.497
O 23.780 -26.962 -25.476
C 23.668 -25.671 -25.633
O 23.908 -25.278 -26.779
O 23.273 -24.900 -24.729
H 24.057 -26.851 -26.389
C 20.239 -27.974 -27.723
C 18.806 -27.434 -27.893
C 19.061 -26.474 -29.076
O 20.176 -25.782 -28.564
C 21.004 -26.672 -27.893
H 20.399 -28.787 -28.431
H 20.449 -28.423 -26.753
H 18.457 -26.967 -26.971
H 18.068 -28.221 -28.048
H 18.242 -25.804 -29.338
H 19.380 -27.057 -29.940
H 21.283 -26.256 -26.925
H 21.890 -26.790 -28.518
C 26.264 -22.389 -30.110
C 26.473 -23.762 -30.412
C 25.078 -24.374 -30.440
O 24.328 -23.680 -29.518
C 24.975 -22.427 -29.307
H 26.168 -21.765 -30.998
H 27.096 -21.948 -29.561
H 27.003 -24.305 -29.628
H 27.050 -23.900 -31.326
H 25.117 -25.408 -30.098
H 24.533 -24.107 -31.345
H 25.301 -22.263 -28.280
H 24.266 -21.730 -29.755
C 19.938 -22.623 -20.474
C 18.886 -23.638 -20.611
C 18.041 -23.364 -21.819
O 19.037 -22.950 -22.721
C 20.067 -22.207 -22.005
H 20.832 -23.136 -20.120
H 19.636 -21.812 -19.812
H 18.277 -23.739 -19.713
H 19.289 -24.649 -20.662
H 17.280 -22.594 -21.698
H 17.499 -24.250 -22.151
H 20.023 -21.152 -22.275
H 21.021 -22.561 -22.395
```

## Properties
**E_LUMO (alpha / beta)**: -0.09 / -2.29 eV
**HOMO level (alpha / beta)**: -8.91 / -8.91 eV
**Net charge**: 0
**2S+1**: 2
**Gap between HOMO and LUMO (alpha / beta)**: 8.826 / 6.625 eV

***

2.
This record from the OMol25 dataset describes a cluster of 2 separate species, C13H25N4O6 in total. The level of theory is ωB97M-V with the def2-TZVPD basis set.

Geometry as XYZ:
```
48
C13H25N4O6 ωB97M-V with the def2-TZVPD basis set
O -5.985 -0.477 -2.445
O 6.848 0.945 3.498
O -0.006 -0.104 -0.061
O -2.858 2.866 -0.302
O -0.990 -0.567 -1.995
O 8.406 -0.379 1.722
C -4.831 -0.720 -2.774
C 6.265 0.527 2.504
C -0.969 -0.517 -0.742
C -2.930 2.095 -1.253
N 7.004 -0.164 1.562
N -2.319 2.492 -2.380
N 0.205 -0.972 2.649
N -3.769 -0.129 -2.243
C -4.545 -1.736 -3.854
C -2.296 1.909 -3.719
C 4.778 0.774 2.301
C -2.204 -1.041 0.007
C 1.599 -1.345 2.867
C 3.950 -0.458 2.680
C 2.467 -0.162 2.457
C -3.347 -0.017 0.162
C -3.758 0.785 -1.097
H 8.696 0.016 2.571
H 6.523 -0.505 0.730
H -1.765 3.322 -2.242
H -0.038 -0.146 3.191
H 0.058 -0.767 1.642
H -2.842 -0.423 -2.552
H -4.105 -1.227 -4.709
H -5.474 -2.224 -4.140
H -3.841 -2.471 -3.465
H -1.721 0.982 -3.710
H -3.312 1.710 -4.063
H -1.817 2.601 -4.411
H 4.597 1.037 1.255
H 4.474 1.627 2.915
H -2.592 -1.912 -0.527
H -1.921 -1.393 1.000
H 1.762 -1.593 3.921
H 1.850 -2.224 2.264
H 4.249 -1.316 2.069
H 4.126 -0.712 3.731
H 2.291 0.065 1.400
H 2.176 0.717 3.042
H -4.224 -0.570 0.503
H -3.088 0.673 0.966
H -4.778 1.129 -0.927
```

## Properties
**E_LUMO**: 2.59 eV
**HOMO level**: -5.29 eV
**Net charge**: -1
**2S+1**: 1
**Gap between HOMO and LUMO**: 7.883 eV

***

3.
This record from the OMol25 dataset describes the molecule C13H25N7O. The level of theory is ωB97M-V with the def2-TZVPD basis set.

Geometry as XYZ:
```
46
C13H25N7O ωB97M-V with the def2-TZVPD basis set
N -1.062 5.350 1.837
C -0.893 4.126 1.029
C 0.547 4.067 0.531
C 0.744 2.930 -0.451
C 1.004 1.612 0.230
C 1.062 0.487 -0.814
C 1.935 -0.677 -0.320
O 3.101 -0.646 -0.717
N 1.577 -1.697 0.524
C 0.222 -1.842 1.100
C 0.193 -2.527 2.506
N 1.056 -3.753 2.473
C 2.452 -3.514 2.100
C 2.417 -2.945 0.661
N -0.317 0.084 -1.253
C -0.624 -0.655 -2.375
C -1.965 -0.747 -2.438
C -2.782 -1.375 -3.478
N -3.742 -2.338 -2.885
N -2.461 -0.008 -1.354
N -1.474 0.454 -0.656
H -0.855 6.170 1.239
H -1.968 5.385 2.204
H -1.576 4.176 0.184
H -1.141 3.249 1.642
H 0.801 4.999 0.037
H 1.238 3.940 1.363
H -0.161 2.837 -1.058
H 1.596 3.195 -1.159
H 1.975 1.644 0.724
H 0.243 1.323 0.967
H 1.527 0.920 -1.727
H -0.325 -0.871 1.147
H -0.351 -2.485 0.385
H 0.481 -1.823 3.334
H -0.837 -2.865 2.691
H 0.945 -4.314 3.308
H 2.922 -2.806 2.811
H 3.030 -4.494 2.111
H 3.462 -2.775 0.398
H 2.073 -3.701 -0.073
H 0.092 -1.078 -3.049
H -2.146 -1.895 -4.210
H -3.370 -0.542 -3.919
H -4.193 -1.926 -2.057
H -4.452 -2.652 -3.543
```

## Properties
**E_LUMO**: 0.88 eV
**HOMO level**: -8.94 eV
**Net charge**: 0
**2S+1**: 1
**Gap between HOMO and LUMO**: 9.817 eV
**Energy relative to the best compared isomer or geometry (same formula, charge and spin)**: 0.000 eV

***

4.
This record from the OMol25 dataset describes a structure of composition C13H25N7O4PS3Sr. The level of theory is ωB97M-V with the def2-TZVPD basis set.

Geometry as XYZ:
```
54
C13H25N7O4PS3Sr ωB97M-V with the def2-TZVPD basis set
Sr 0.186 0.017 -1.050
N -1.398 -3.271 2.389
C -1.124 -2.252 1.505
S -0.709 -2.716 -0.087
N -1.236 -1.057 2.045
N -0.840 -0.002 1.306
C -1.116 1.149 1.799
C -0.692 2.372 1.130
C -1.251 3.607 1.457
C -0.831 4.733 0.766
C 0.134 4.604 -0.216
C 0.648 3.336 -0.472
N 0.259 2.256 0.194
H -1.645 -4.147 1.966
H -1.911 -2.997 3.213
H -1.682 1.222 2.729
H -2.009 3.672 2.228
H -1.258 5.702 0.994
H 0.470 5.455 -0.791
H 1.426 3.188 -1.207
C 2.781 -2.684 1.940
N 3.274 -2.898 0.576
C 3.007 -4.245 0.099
P 3.091 -1.520 -0.381
O 1.892 -0.735 0.019
N 4.452 -0.648 0.020
C 4.426 0.801 -0.127
C 5.767 -1.252 -0.022
N 3.298 -2.133 -1.925
C 4.010 -1.320 -2.921
C 2.153 -2.855 -2.507
H 3.303 -3.365 2.619
H 1.703 -2.855 2.018
H 2.985 -1.659 2.246
H 3.522 -4.951 0.758
H 3.398 -4.367 -0.909
H 1.938 -4.486 0.108
H 3.393 1.142 -0.117
H 4.890 1.131 -1.064
H 4.963 1.267 0.704
H 5.665 -2.330 0.080
H 6.367 -0.876 0.813
H 6.306 -1.029 -0.952
H 4.932 -0.925 -2.496
H 3.415 -0.494 -3.302
H 4.274 -1.974 -3.755
H 1.514 -3.265 -1.726
H 2.533 -3.679 -3.120
H 1.544 -2.207 -3.134
O 1.769 1.027 -2.362
S 0.714 0.923 -3.419
O 0.056 -0.400 -3.222
O 1.258 1.089 -4.749
S -0.689 2.264 -2.951
```

## Properties
**E_LUMO**: 2.69 eV
**HOMO level**: -4.40 eV
**Net charge**: -1
**2S+1**: 1
**Gap between HOMO and LUMO**: 7.092 eV

***

Here are the calculated molecular weight numbers, same order: 508.92; 333.37; 295.39; 558.18 (g mol⁻¹).